Density functional theory data (ωB97M-V/def2-TZVPD) for a molecular structure, C37H43MnNO2P at a distorted geometry.

The total charge is +1. As for the spin multiplicity: 4. For the HOMO energy (alpha / beta), the calculation gives -10.79 / -10.43 eV. For the LUMO energy (alpha / beta), the calculation gives -4.6 / -3.5 eV.

Each line ends with the Löwdin charge.
Positions of all 85 atoms, in Å:
O 5.177 -2.671 0.178  -0.1156
C 5.462 -3.781 1.105  -0.1531
C 6.791 -4.150 0.475  -0.0749
H 4.688 -4.564 1.045  0.1148
H 5.551 -3.419 2.144  0.1206
C 6.464 -2.966 -0.461  -0.5719
H 6.832 -5.133 -0.004  0.1187
H 7.654 -3.987 1.132  0.1171
C 6.275 -3.382 -1.902  -0.0169
H 5.375 -3.995 -2.001  0.0944
H 7.146 -3.946 -2.249  0.0942
H 6.166 -2.491 -2.527  0.0814
C 7.467 -1.841 -0.299  -0.0231
H 7.519 -1.518 0.747  0.0919
H 7.220 -0.991 -0.939  0.0813
H 8.460 -2.193 -0.582  0.0934
Mn 0.209 0.906 -0.524  0.6453
C 0.090 2.982 1.115  -0.0645
C -0.329 1.954 1.993  -0.0898
C 0.539 0.835 1.839  -0.0907
H -1.136 2.019 2.725  0.1151
C 1.627 1.236 0.976  -0.1833
C 1.253 2.539 0.422  -0.1444
H 1.870 3.166 -0.226  0.1195
H -0.354 3.970 1.004  0.1140
H 0.490 -0.092 2.419  0.1120
H 2.605 0.762 0.927  0.1178
C -0.084 1.383 -2.592  -0.0903
C 1.243 1.693 -2.164  -0.1258
C 1.877 0.473 -1.730  -0.1244
H 1.686 2.690 -2.203  0.1304
C 0.937 -0.603 -1.915  -0.0897
C -0.272 -0.042 -2.435  -0.0926
H -1.154 -0.612 -2.713  0.1209
H -0.806 2.103 -2.971  0.1206
H 2.916 0.357 -1.432  0.1327
H 1.130 -1.667 -1.783  0.1309
O 2.553 -3.487 0.343  -0.1477
C 2.511 -2.061 0.615  -0.2276
C 2.785 -1.848 2.103  -0.1506
H 1.481 -1.693 0.410  0.0952
H 3.199 -1.548 -0.065  0.1022
C 2.247 -3.155 2.734  -0.1433
H 2.260 -0.987 2.509  0.0720
H 3.860 -1.716 2.249  0.1056
C 1.970 -4.073 1.537  -0.1875
H 1.288 -2.948 3.234  0.1074
H 2.914 -3.627 3.459  0.1093
H 0.870 -4.089 1.416  0.1172
H 2.337 -5.101 1.651  0.1201
N -1.612 0.868 -0.331  -0.2372
P -3.146 1.314 -0.290  0.8461
C -3.308 3.110 -0.580  -0.2688
C -3.222 3.997 0.510  -0.1013
C -3.107 5.374 0.293  -0.0709
C -3.096 5.876 -1.013  -0.0693
C -3.196 4.998 -2.099  -0.0709
C -3.316 3.623 -1.890  -0.0769
C -4.231 0.510 -1.510  -0.2652
C -3.856 0.491 -2.868  -0.1091
C -4.704 -0.060 -3.832  -0.0698
C -5.895 -0.676 -3.448  -0.0666
C -6.257 -0.705 -2.096  -0.0594
C -5.428 -0.117 -1.132  -0.0627
C -3.950 1.066 1.304  -0.3258
C -5.119 1.789 1.609  -0.1041
C -5.762 1.608 2.832  -0.0627
C -5.250 0.696 3.757  -0.0645
C -4.101 -0.043 3.451  -0.0675
C -3.446 0.137 2.227  -0.0793
H -3.244 3.614 1.530  0.1054
H -3.025 6.044 1.150  0.1121
H -3.016 6.955 -1.184  0.1132
H -3.182 5.378 -3.127  0.1121
H -3.422 2.952 -2.739  0.0860
H -2.896 0.915 -3.176  0.0806
H -4.428 0.002 -4.883  0.1100
H -6.541 -1.139 -4.198  0.1133
H -7.189 -1.180 -1.793  0.1112
H -5.725 -0.151 -0.085  0.1007
H -5.525 2.511 0.898  0.1194
H -6.658 2.188 3.057  0.1134
H -5.751 0.560 4.718  0.1123
H -3.710 -0.763 4.166  0.1077
H -2.546 -0.431 1.986  0.1006

Force components x, y, z for each atom (eV/Å):
O 1.436 -1.105 0.528
C -1.028 -0.084 0.666
C -0.274 0.383 -0.020
H 0.209 0.456 0.029
H -0.191 -0.074 -0.320
C 0.870 -0.112 -0.366
H 0.015 0.253 0.121
H -0.174 -0.128 -0.298
C -0.112 0.275 -0.147
H 0.166 -0.009 0.005
H -0.108 0.090 0.002
H -0.074 -0.119 -0.109
C -0.106 0.178 0.016
H -0.074 -0.004 -0.181
H -0.039 0.060 0.106
H -0.008 -0.031 -0.066
Mn -1.814 0.451 0.495
C -0.857 -0.727 1.558
C 0.298 1.622 -0.404
C 1.275 0.545 -0.495
H 0.063 -0.119 -0.588
C -0.505 0.359 0.891
C 0.833 -0.753 0.435
H -0.182 -0.293 0.628
H -0.047 -0.441 -0.070
H -0.044 0.440 -0.411
H -0.436 0.017 -0.222
C 0.642 -0.491 0.178
C 0.045 -0.170 -0.969
C -0.231 -0.542 -0.788
H -0.157 -0.586 -0.025
C 0.048 0.647 -1.356
C 1.108 -0.188 -0.219
H 0.172 0.270 0.351
H 0.149 -0.266 0.301
H -0.420 0.105 0.048
H -0.107 0.431 0.231
O -0.309 1.022 1.494
C -0.837 -0.290 -0.444
C 0.468 -0.642 -0.107
H 0.240 -0.241 0.023
H -0.031 -0.306 0.234
C -0.125 0.134 0.066
H 0.233 0.019 -0.086
H -0.136 -0.052 0.138
C -0.628 0.013 -0.659
H 0.402 -0.142 0.025
H 0.046 0.276 -0.094
H 0.357 -0.313 -0.216
H -0.030 0.327 -0.122
N -1.848 0.210 0.322
P 1.478 -0.043 -0.222
C 0.139 0.330 -0.053
C 0.167 0.126 -0.436
C -0.098 -0.272 -0.181
C 0.048 -0.070 -0.007
C -0.056 0.025 -0.035
C 0.125 0.190 0.546
C -0.062 -0.438 -0.292
C -0.273 -0.035 0.116
C 0.240 0.059 0.245
C -0.123 0.071 0.341
C 0.321 0.096 -0.211
C -0.088 0.058 -0.300
C -0.359 -0.162 0.454
C 0.081 -0.161 0.170
C 0.177 -0.049 -0.126
C 0.165 -0.102 -0.115
C -0.050 0.144 -0.153
C -0.311 0.272 0.053
H 0.091 0.099 -0.265
H -0.075 -0.129 -0.284
H -0.010 -0.484 0.057
H -0.062 -0.063 0.458
H 0.024 0.212 0.158
H -0.359 -0.099 0.086
H -0.030 -0.142 0.202
H 0.205 0.213 0.258
H 0.258 0.083 -0.048
H 0.071 0.029 -0.275
H 0.136 -0.248 0.162
H 0.230 -0.189 -0.016
H 0.181 0.010 -0.297
H -0.102 0.160 -0.125
H -0.221 0.154 0.033

Density functional theory data (ωB97M-V/def2-TZVPD) for a molecular structure, C37H43N3S3SbTl.

The total charge is +2. As for the spin multiplicity: 1. For the HOMO energy, the calculation gives -12.90 eV. For the LUMO energy, the calculation gives -6.4 eV.

Each line ends with the Löwdin charge.
Positions of all 88 atoms, in Å:
Tl 0.608 -0.577 -1.299  0.3927
C -0.355 -2.242 -4.036  -0.0269
C -0.741 -3.099 -2.872  -0.2922
C -1.372 -4.342 -3.050  0.0145
C -1.715 -5.083 -1.956  0.0383
C -1.426 -4.615 -0.656  -0.1390
C -1.752 -5.356 0.498  -0.0127
C -1.418 -4.877 1.732  -0.0468
C -0.750 -3.650 1.857  -0.1070
C -0.425 -2.889 0.756  -0.5845
S 0.429 -1.379 1.084  0.6403
C -0.766 -3.364 -0.540  -0.2230
N -0.460 -2.650 -1.658  0.0267
H -0.647 -2.693 -4.981  0.0969
H 0.728 -2.091 -4.052  0.0731
H -0.838 -1.264 -3.965  0.0402
H -1.572 -4.699 -4.050  0.1267
H -2.205 -6.042 -2.071  0.1350
H -2.249 -6.311 0.385  0.1256
H -1.657 -5.441 2.624  0.1195
H -0.476 -3.287 2.840  0.1115
C 2.146 1.592 1.857  -0.1052
C 2.528 2.833 1.052  -0.2432
C 3.885 2.724 0.354  -0.1725
C 3.944 1.669 -0.749  -0.1742
N 4.223 0.336 -0.209  0.0518
C 3.957 -0.826 -0.781  -0.7423
S 3.031 -0.945 -2.265  0.6776
N 4.456 -1.948 -0.295  0.0365
C 5.309 -2.059 0.887  -0.1446
C 4.513 -2.056 2.203  -0.1869
C 4.162 -3.466 2.681  -0.2436
C 3.280 -4.248 1.709  -0.0946
H 1.244 1.777 2.443  0.0749
H 2.943 1.313 2.549  0.0848
H 1.948 0.740 1.202  -0.0229
H 2.553 3.695 1.721  0.1121
H 1.760 3.036 0.301  0.0878
H 4.664 2.525 1.098  0.1214
H 4.121 3.688 -0.097  0.1209
H 4.731 1.930 -1.461  0.1346
H 3.004 1.637 -1.298  0.0854
H 4.810 0.324 0.615  0.1389
H 4.177 -2.797 -0.760  0.1285
H 6.044 -1.252 0.860  0.1239
H 5.860 -2.994 0.798  0.1355
H 3.594 -1.476 2.067  0.0914
H 5.108 -1.563 2.975  0.1182
H 3.651 -3.380 3.642  0.1126
H 5.086 -4.022 2.858  0.1151
H 2.412 -3.656 1.414  0.0412
H 2.916 -5.161 2.180  0.0820
H 3.827 -4.544 0.810  0.0694
S -0.987 1.118 -2.423  0.1324
Sb -2.199 2.148 -0.670  1.4131
C -3.818 2.995 -1.733  -0.3580
C -4.155 4.325 -1.522  -0.1102
C -5.228 4.862 -2.219  -0.0553
C -5.947 4.073 -3.106  -0.0468
C -5.605 2.741 -3.300  -0.0559
C -4.533 2.193 -2.613  -0.1279
C -2.946 0.628 0.621  -0.3514
C -3.608 -0.430 0.009  -0.1270
C -4.200 -1.405 0.796  -0.0575
C -4.132 -1.313 2.180  -0.0505
C -3.447 -0.268 2.780  -0.0549
C -2.850 0.712 2.002  -0.1143
C -1.016 3.723 0.141  -0.3608
C -1.033 4.042 1.494  -0.1117
C -0.317 5.148 1.930  -0.0579
C 0.396 5.921 1.025  -0.0519
C 0.412 5.587 -0.323  -0.0594
C -0.299 4.485 -0.774  -0.1397
H -3.592 4.942 -0.830  0.1024
H -5.497 5.899 -2.071  0.1179
H -6.772 4.502 -3.658  0.1188
H -6.168 2.127 -3.991  0.1169
H -4.253 1.160 -2.780  0.0882
H -3.675 -0.493 -1.072  0.0933
H -4.715 -2.234 0.328  0.1176
H -4.626 -2.057 2.791  0.1182
H -3.381 -0.208 3.858  0.1182
H -2.326 1.528 2.480  0.0851
H -1.598 3.456 2.205  0.0877
H -0.327 5.408 2.980  0.1194
H 0.937 6.792 1.370  0.1197
H 0.972 6.187 -1.028  0.1191
H -0.296 4.227 -1.827  0.0998

Force components x, y, z for each atom (eV/Å):
Tl -0.237 -0.313 0.449
C 0.028 0.020 -0.026
C 0.021 0.014 0.205
C -0.054 -0.110 -0.025
C 0.013 0.061 -0.009
C 0.125 0.230 -0.070
C 0.005 -0.095 0.132
C -0.083 -0.130 -0.037
C 0.038 0.129 -0.165
C -0.012 0.019 0.091
S 0.132 0.489 -0.642
C -0.145 -0.325 0.159
N 0.219 0.393 -0.339
H 0.023 -0.011 0.001
H -0.004 -0.027 -0.033
H -0.021 -0.018 -0.021
H -0.016 0.036 -0.007
H 0.001 -0.003 -0.008
H -0.022 0.017 0.000
H 0.005 -0.009 -0.016
H -0.028 -0.013 0.014
C -0.051 0.203 -0.124
C 0.129 -0.179 0.103
C -0.261 -0.087 0.056
C 0.083 0.291 -0.037
N -0.017 -0.074 0.112
C -0.008 -0.010 -0.066
S -0.749 0.217 0.070
N 0.048 -0.112 0.052
C -0.092 0.093 0.244
C 0.068 -0.163 -0.020
C -0.124 0.086 -0.114
C 0.049 0.050 0.142
H -0.004 -0.061 -0.004
H -0.016 -0.051 0.024
H 0.079 -0.004 0.087
H -0.010 0.025 -0.036
H 0.007 0.057 0.034
H 0.071 0.066 -0.043
H 0.082 -0.022 -0.033
H -0.030 -0.100 -0.040
H -0.006 -0.011 -0.019
H -0.055 -0.036 0.013
H -0.086 0.021 -0.052
H 0.036 -0.050 -0.061
H 0.075 0.051 -0.101
H 0.019 0.050 0.036
H -0.004 0.046 -0.030
H 0.038 -0.033 0.019
H 0.001 0.014 0.091
H -0.062 0.027 -0.060
H 0.031 -0.041 -0.075
H -0.028 -0.017 -0.019
S 0.553 -0.361 0.367
Sb -0.102 -0.056 0.016
C 0.405 -0.187 0.284
C 0.035 0.014 0.026
C 0.003 0.061 0.020
C 0.016 0.014 -0.012
C 0.020 -0.067 -0.011
C -0.012 0.010 -0.051
C 0.304 0.462 -0.256
C 0.021 0.028 -0.130
C 0.022 -0.065 -0.008
C 0.005 -0.058 -0.013
C -0.002 0.012 0.085
C 0.021 0.042 0.035
C -0.439 -0.502 -0.126
C 0.010 -0.009 0.008
C 0.007 0.023 0.066
C 0.001 -0.026 -0.018
C 0.005 0.014 -0.022
C -0.040 -0.028 -0.077
H -0.008 0.021 -0.021
H -0.012 -0.004 -0.006
H -0.021 -0.010 0.025
H -0.009 0.023 -0.011
H -0.028 0.003 -0.028
H 0.014 -0.045 0.018
H -0.036 0.039 0.012
H 0.055 -0.019 0.007
H -0.025 0.007 -0.009
H 0.004 -0.051 0.025
H 0.000 0.057 0.008
H 0.002 0.015 -0.007
H 0.016 -0.010 0.007
H -0.018 0.023 0.000
H 0.032 0.026 -0.002